Entry 1:
The following is a quantum chemistry calculation of a 2-piece molecular cluster, C3H3NO overall in a non-equilibrium geometry, from OMol25.

Computed properties:
**LUMO (alpha / beta)**: 0.60 / 0.54 eV
**E_HOMO (alpha / beta)**: -7.955 / -7.809 eV

```
! RIJCOSX wB97M-V def2-TZVPD def2/J DEFGRID3
* xyz 0 1
C -0.59 -0.01 -1.25
C 2.04 -0.56 1.01
C 0.70 0.49 -1.02
N -0.67 1.14 -0.66
O 1.63 -0.31 2.12
H -1.14 -0.82 -1.54
H 2.79 -1.14 0.66
H 1.50 0.87 -1.53
*
```

Entry 2:
The following is a quantum chemistry calculation of one molecule with the formula C3H3NO2 in a non-equilibrium geometry, from OMol25.

Computed properties:
**LUMO**: 0.12 eV
**SMILES string**: O=c1cc1NO
**E_HOMO**: -8.892 eV

```
! RIJCOSX wB97M-V def2-TZVPD def2/J DEFGRID3
* xyz 0 1
C -1.33 1.11 -1.30
C -0.24 0.70 -0.54
C -0.35 0.45 -2.00
N 0.79 0.63 0.28
O 0.19 0.09 -3.02
O 0.75 0.14 1.65
H -2.41 1.13 -1.30
H 1.78 0.34 -0.04
H 1.68 0.18 2.00
*
```

Entry 3:
The following is a quantum chemistry calculation of one molecule with the formula C3H3NO2 in a non-equilibrium geometry, from OMol25.

Computed properties:
**LUMO**: 0.30 eV
**SMILES string**: CC(=O)N=C=O
**E_HOMO**: -10.791 eV

```
! RIJCOSX wB97M-V def2-TZVPD def2/J DEFGRID3
* xyz 0 1
C 1.11 -1.23 -0.09
C 3.07 0.20 0.12
C 0.12 -0.14 -0.03
N 2.39 -0.79 -0.02
O 3.90 0.96 0.07
O 0.78 -2.38 -0.05
H 0.10 0.10 1.07
H -0.70 -0.58 -0.46
H 0.25 0.81 -0.53
*
```

Entry 4:
The following is a quantum chemistry calculation of a 2-piece molecular cluster, C3H3NO2 overall in a non-equilibrium geometry, from OMol25.

Computed properties:
**LUMO (alpha / beta)**: -0.74 / -0.88 eV
**E_HOMO (alpha / beta)**: -9.066 / -8.817 eV

```
! RIJCOSX wB97M-V def2-TZVPD def2/J DEFGRID3
* xyz 0 1
C 0.66 0.22 -0.37
C 2.07 -0.06 -0.16
C -2.38 -0.05 0.32
N -0.23 -0.49 0.14
O 2.80 0.65 0.50
O -3.38 0.61 0.03
H 0.41 1.11 -0.85
H 2.35 -1.00 -0.54
H -2.30 -0.99 0.94
*
```

Entry 5:
The following is a quantum chemistry calculation of one molecule with the formula C3H3NO2 in a non-equilibrium geometry, from OMol25.

Computed properties:
**LUMO**: 0.35 eV
**SMILES string**: Oc1cnco1
**E_HOMO**: -8.983 eV

```
! RIJCOSX wB97M-V def2-TZVPD def2/J DEFGRID3
* xyz 0 1
C -0.68 -0.09 -0.16
C 0.10 0.97 -0.15
C 1.33 -0.81 -0.07
H -2.28 0.57 0.35
H -0.13 1.99 0.08
H 2.24 -1.48 0.28
N 1.39 0.44 -0.11
O -1.96 -0.40 -0.09
O -0.01 -1.18 -0.14
*
```

Entry 6:
The following is a quantum chemistry calculation of C3H3NO2 as an isolated structure in a non-equilibrium geometry, from OMol25.

Computed properties:
**LUMO (alpha / beta)**: -0.36 / -0.36 eV
**E_HOMO (alpha / beta)**: -8.465 / -8.464 eV

```
! RIJCOSX wB97M-V def2-TZVPD def2/J DEFGRID3
* xyz 0 1
C 0.36 -0.62 0.98
C -0.38 -1.19 -0.77
C 0.34 0.74 0.75
N -0.17 0.99 -0.57
O 0.66 1.70 1.43
O -0.55 -0.05 -1.35
H 0.60 -1.35 1.70
H -0.63 -2.13 -1.20
H -0.22 1.91 -0.97
*
```

Entry 7:
The following is a quantum chemistry calculation of a 2-piece molecular cluster, C3H3NO2 overall in a non-equilibrium geometry, from OMol25.

Computed properties:
**LUMO**: 0.64 eV
**SMILES string**: C=C=O.N=C=O
**E_HOMO**: -9.492 eV

```
! RIJCOSX wB97M-V def2-TZVPD def2/J DEFGRID3
* xyz 0 1
C 1.17 -0.01 1.61
C -1.40 -0.09 -0.71
C -1.08 0.59 -1.72
N 1.86 -0.91 1.97
O 0.39 0.81 1.44
O -1.69 -0.70 0.27
H -1.71 1.07 -2.43
H 0.04 0.81 -1.94
H 2.42 -1.56 1.53
*
```

Entry 8:
The following is a quantum chemistry calculation of a 3-piece molecular cluster, C3H3NO2 overall in a non-equilibrium geometry, from OMol25.

Computed properties:
**LUMO**: 0.35 eV
**E_HOMO**: -10.885 eV

```
! RIJCOSX wB97M-V def2-TZVPD def2/J DEFGRID3
* xyz 0 1
C 1.43 0.32 1.01
O 0.95 0.61 -0.06
C -0.70 0.54 -2.41
O -0.08 1.04 -3.21
C -1.63 -0.94 0.52
N -2.09 -1.55 1.39
H -1.19 -0.38 -0.28
H 0.94 -0.41 1.69
H 2.38 0.77 1.36
*
```

Entry 9:
The following is a quantum chemistry calculation of one molecule with the formula C3H3NO2 in a non-equilibrium geometry, from OMol25.

Computed properties:
**LUMO**: 0.11 eV
**SMILES string**: O=C1COC=N1
**E_HOMO**: -10.492 eV

```
! RIJCOSX wB97M-V def2-TZVPD def2/J DEFGRID3
* xyz 0 1
O 1.97 -0.66 -0.26
C 0.78 -0.42 -0.36
C 0.35 0.88 0.19
O -1.05 0.62 0.50
C -1.28 -0.61 0.01
N -0.31 -1.27 -0.52
H 1.42 0.66 0.72
H 0.41 1.79 -0.39
H -2.30 -0.99 0.11
*
```

Entry 10:
The following is a quantum chemistry calculation of one molecule with the formula C3H3NO2 in a non-equilibrium geometry, from OMol25.

Computed properties:
**LUMO**: 0.92 eV
**SMILES string**: Oc1cocn1
**E_HOMO**: -9.051 eV

```
! RIJCOSX wB97M-V def2-TZVPD def2/J DEFGRID3
* xyz 0 1
C 0.67 -0.16 -0.09
C -0.11 -0.76 0.79
C -1.23 0.64 -0.35
H 2.28 0.40 -0.82
H -0.04 -1.53 1.55
H -2.14 1.22 -0.62
N -0.05 0.78 -0.79
O 1.97 -0.37 -0.31
O -1.35 -0.22 0.63
*
```

Entry 11:
The following is a quantum chemistry calculation of a 3-piece molecular cluster, C3H3NO2 overall in a non-equilibrium geometry, from OMol25.

Computed properties:
**LUMO**: 0.30 eV
**E_HOMO**: -10.939 eV

```
! RIJCOSX wB97M-V def2-TZVPD def2/J DEFGRID3
* xyz 0 1
C 0.00 0.40 1.74
O 0.08 -0.55 1.00
C -0.18 -2.16 -1.41
O -0.41 -3.22 -1.06
C 0.19 1.25 -1.49
N 0.25 2.36 -1.82
H 0.14 0.23 -1.17
H -0.13 1.43 1.37
H 0.05 0.27 2.84
*
```

Entry 12:
The following is a quantum chemistry calculation of a 2-piece molecular cluster, C3H3NO2 overall in a non-equilibrium geometry, from OMol25.

Computed properties:
**LUMO**: -1.94 eV
**SMILES string**: N#CC(=O)C=O.[H][H]
**E_HOMO**: -11.123 eV

```
! RIJCOSX wB97M-V def2-TZVPD def2/J DEFGRID3
* xyz 0 1
O -0.65 -0.36 -1.62
C -0.62 -0.20 -0.44
C -0.35 1.17 0.21
O -0.31 2.16 -0.47
C -0.82 -1.32 0.51
N -1.00 -2.19 1.25
H 1.94 -0.06 -0.71
H 2.00 -0.37 -0.04
H -0.19 1.18 1.31
*
```

Entry 13:
The following is a quantum chemistry calculation of a 2-piece molecular cluster, C3H3NO2 overall in a non-equilibrium geometry, from OMol25.

Computed properties:
**LUMO**: 0.81 eV
**SMILES string**: C#[N+][O-].C=C=O
**E_HOMO**: -9.191 eV

```
! RIJCOSX wB97M-V def2-TZVPD def2/J DEFGRID3
* xyz 0 1
C 2.79 2.05 -2.25
C -0.26 -0.25 1.07
C -0.90 0.06 2.19
N 1.68 2.05 -1.95
O 0.56 -0.40 0.23
O 0.57 2.37 -1.62
H 3.72 1.71 -2.59
H -0.91 1.12 2.35
H -1.48 -0.52 2.85
*
```

Entry 14:
The following is a quantum chemistry calculation of one molecule with the formula C3H3NO2 in a non-equilibrium geometry, from OMol25.

Computed properties:
**LUMO**: -0.59 eV
**SMILES string**: C#CC[N+](=O)[O-]
**E_HOMO**: -10.875 eV

```
! RIJCOSX wB97M-V def2-TZVPD def2/J DEFGRID3
* xyz 0 1
C -0.64 0.29 -2.14
C -0.25 0.44 -1.01
C 0.25 0.53 0.79
N 0.31 -0.92 1.06
O 1.17 -1.57 0.48
O -0.61 -1.31 1.83
H -0.79 0.44 -3.16
H -0.63 1.05 1.30
H 1.19 1.06 0.84
*
```

Entry 15:
The following is a quantum chemistry calculation of one molecule with the formula C3H3NO2 in a non-equilibrium geometry, from OMol25.

Computed properties:
**LUMO**: 0.61 eV
**SMILES string**: O=c1cc[nH]o1
**E_HOMO**: -9.071 eV

```
! RIJCOSX wB97M-V def2-TZVPD def2/J DEFGRID3
* xyz 0 1
O 2.01 1.28 -0.70
O 0.68 0.72 1.07
C 1.06 0.71 -0.21
C 0.12 -0.16 -0.92
C -0.87 -0.54 -0.09
N -0.59 0.08 1.11
H 0.22 -0.52 -1.95
H -1.71 -1.24 -0.29
H -0.92 -0.33 1.98
*
```

Entry 16:
The following is a quantum chemistry calculation of a 2-piece molecular cluster, C3H3NO2 overall in a non-equilibrium geometry, from OMol25.

Computed properties:
**LUMO (alpha / beta)**: -1.57 / -1.74 eV
**E_HOMO (alpha / beta)**: -10.072 / -9.603 eV

```
! RIJCOSX wB97M-V def2-TZVPD def2/J DEFGRID3
* xyz 0 1
C -2.40 1.07 0.10
C -1.40 0.37 0.03
C -0.08 -0.32 -0.05
N 2.10 -0.09 0.11
O 2.45 -1.22 0.13
O 2.76 0.87 -0.10
H -3.45 1.17 -0.05
H 0.09 -1.02 0.75
H -0.07 -0.82 -0.92
*
```

Entry 17:
The following is a quantum chemistry calculation of one molecule with the formula C3H3NO2 in a non-equilibrium geometry, from OMol25.

Computed properties:
**LUMO**: 0.47 eV
**SMILES string**: O=C1CN=CO1
**E_HOMO**: -10.196 eV

```
! RIJCOSX wB97M-V def2-TZVPD def2/J DEFGRID3
* xyz 0 1
O -1.58 1.56 0.50
C -0.67 0.87 0.19
C -0.62 -0.61 -0.16
N 0.73 -0.87 -0.53
C 1.39 0.17 -0.23
O 0.66 1.31 0.10
H -0.80 -1.22 0.75
H -1.30 -0.91 -0.93
H 2.19 -0.31 0.32
*
```

Entry 18:
The following is a quantum chemistry calculation of one molecule with the formula C3H3NO2 in a non-equilibrium geometry, from OMol25.

Computed properties:
**LUMO (alpha / beta)**: -1.54 / -0.77 eV
**E_HOMO (alpha / beta)**: -9.645 / -8.873 eV

```
! RIJCOSX wB97M-V def2-TZVPD def2/J DEFGRID3
* xyz 0 1
O -0.66 1.42 0.42
C -0.19 0.26 -0.04
C -1.02 -0.92 0.17
O -0.58 -2.05 0.03
C 1.22 0.02 -0.34
N 1.88 -0.82 -0.95
H -0.28 2.15 -0.10
H 1.72 0.65 0.42
H -2.08 -0.71 0.39
*
```

Entry 19:
The following is a quantum chemistry calculation of a 2-piece molecular cluster, C3H3NO2 overall in a non-equilibrium geometry, from OMol25.

Computed properties:
**LUMO**: -1.46 eV
**SMILES string**: C=C=C=O.N=O
**E_HOMO**: -9.231 eV

```
! RIJCOSX wB97M-V def2-TZVPD def2/J DEFGRID3
* xyz 0 1
C -0.29 0.79 1.19
C -0.14 2.10 1.14
C 0.06 -0.50 1.46
N -1.86 1.29 3.45
O -1.11 0.75 4.27
O 0.37 3.16 0.81
H -1.36 1.41 2.58
H -0.24 -1.39 0.82
H 0.55 -0.55 2.54
*
```

Entry 20:
The following is a quantum chemistry calculation of a 3-piece molecular cluster, C3H3NO2 overall in a non-equilibrium geometry, from OMol25.

Computed properties:
**LUMO**: 0.32 eV
**E_HOMO**: -10.917 eV

```
! RIJCOSX wB97M-V def2-TZVPD def2/J DEFGRID3
* xyz 0 1
C -1.76 -0.07 0.25
O -0.94 0.38 -0.52
C 1.59 1.32 -1.55
O 1.34 2.16 -2.26
C 1.37 -1.05 0.93
N 1.56 -1.80 1.78
H 1.17 -0.35 0.14
H -1.48 -0.64 1.15
H -2.85 0.07 0.08
*
```

ΔE to the lowest compared entry with this formula, charge and spin values (in kJ/mol) by entry order: 587.2 556.6 99.0 534.2 260.9 620.8 191.5 232.4 285.2 125.0 232.5 321.6 485.4 699.5 250.4 784.4 208.9 444.0 688.0 232.5.